Computed, not measured: a molecular structure, C15H45AlFN7O2P3S at a distorted geometry, with the ωB97M-V functional and the def2-TZVPD basis.

As for the charge: -1. The LUMO energy comes out at 1.88 eV. For the gap between HOMO and LUMO, the calculation gives 5.9 eV.

Geometry as XYZ:
```
75
Properties=species:S:1:pos:R:3:mulliken_charge:R:1
C -0.721 7.066 -5.731 -1.447
C -1.833 7.291 -4.720 0.907
N -3.039 6.982 -5.047 -0.816
C -1.562 7.895 -3.386 -0.763
Al -0.022 7.169 -2.273 0.261
F -0.653 6.381 -0.905 -0.325
P 1.386 5.565 -3.362 -0.036
S 1.911 4.199 -1.996 -0.410
H -0.648 5.992 -5.904 0.315
H -0.978 7.528 -6.684 0.435
H 0.255 7.414 -5.399 0.266
H -3.035 6.578 -5.986 0.223
H -2.465 7.724 -2.795 0.338
H -1.473 8.982 -3.475 0.312
H 0.913 8.416 -1.873 -0.228
H 2.569 6.184 -3.828 0.036
H 0.758 4.858 -4.412 0.002
O 2.458 2.202 1.455 -0.828
P 1.205 1.524 1.898 0.636
N 0.242 2.866 2.351 0.151
C -0.708 2.925 3.434 -0.814
C -0.069 3.815 1.271 -1.001
N 1.884 0.645 3.264 0.237
C 1.569 1.010 4.630 -1.244
C 3.329 0.457 3.180 -1.083
N -0.030 0.386 1.717 0.472
C -0.981 0.625 0.632 -1.116
C -0.411 -0.696 2.599 -0.815
H -1.618 2.320 3.273 0.226
H -1.032 3.957 3.573 0.385
H -0.273 2.640 4.389 0.195
H -0.824 3.421 0.582 0.237
H 0.817 4.056 0.685 0.189
H -0.441 4.760 1.667 0.407
H 1.869 2.040 4.871 0.313
H 2.089 0.337 5.319 0.407
H 0.510 0.881 4.857 0.331
H 3.884 1.360 3.465 0.310
H 3.635 0.177 2.176 0.368
H 3.628 -0.352 3.855 0.305
H -1.827 1.240 0.962 0.300
H -1.378 -0.315 0.247 0.220
H -0.501 1.134 -0.205 0.413
H -1.035 -0.341 3.429 0.199
H 0.449 -1.227 2.994 0.269
H -0.988 -1.445 2.055 0.282
O -0.661 -3.173 0.442 -0.707
P -0.092 -4.508 0.095 0.426
N -0.725 -4.716 -1.491 0.192
C -1.135 -5.955 -2.109 -0.801
C -0.317 -3.703 -2.463 -0.971
N -0.923 -5.464 1.299 0.252
C -1.982 -6.389 0.938 -1.215
C -1.390 -4.684 2.445 -1.022
N 1.175 -5.620 -0.004 0.218
C 2.253 -5.305 -0.939 -1.073
C 1.256 -6.950 0.566 -0.888
H -0.304 -6.639 -2.347 0.226
H -1.650 -5.740 -3.046 0.391
H -1.863 -6.496 -1.513 0.172
H 0.722 -3.828 -2.794 0.290
H -0.417 -2.705 -2.035 0.183
H -0.955 -3.733 -3.347 0.405
H -2.828 -5.889 0.446 0.329
H -2.358 -6.882 1.837 0.397
H -1.624 -7.200 0.303 0.320
H -2.312 -4.132 2.226 0.334
H -0.639 -3.971 2.774 0.288
H -1.591 -5.359 3.282 0.323
H 2.052 -5.704 -1.940 0.300
H 3.204 -5.718 -0.601 0.377
H 2.392 -4.226 -1.027 0.323
H 0.730 -7.682 -0.055 0.260
H 0.869 -6.987 1.579 0.275
H 2.300 -7.268 0.632 0.376
```



Computed, not measured: C6H10O in the gas phase at a distorted geometry, with the ωB97M-V functional and the def2-TZVPD basis.

As for the charge: 0. The LUMO energy comes out at 1.00 eV. Its SMILES is CC(C)=C/C=C/O. For the gap between HOMO and LUMO, the calculation gives 9.0 eV.

Geometry as XYZ:
```
17
Properties=species:S:1:pos:R:3:mulliken_charge:R:1
C 0.129 -1.354 -2.002 -1.328
C -0.245 -0.744 -0.653 0.998
C -1.351 -1.551 0.022 -1.265
C 0.401 0.351 -0.187 -0.257
C 0.150 1.046 1.053 -0.333
C 1.013 2.106 1.319 -0.392
O 1.054 2.686 2.568 -0.503
H 0.149 -2.427 -2.122 0.345
H -0.322 -0.996 -2.877 0.318
H 1.122 -0.947 -2.115 0.335
H -1.253 -2.670 -0.113 0.294
H -2.364 -1.261 -0.312 0.289
H -1.509 -1.345 1.073 0.344
H 1.137 0.853 -0.818 0.214
H -0.467 0.510 1.760 0.244
H 1.917 2.361 0.823 0.380
H 0.438 3.382 2.580 0.316
```



Computed, not measured: a molecular structure, C14H10BrF9OOs at a distorted geometry, with the ωB97M-V functional and the def2-TZVPD basis.

As for the charge: 0. The LUMO energy (alpha / beta) comes out at 0.44 / -3.72 eV. The expectation value of S² is 6.027. Its multiplicity is 5. For the gap between HOMO and LUMO (alpha / beta), the calculation gives 7.0 / 3.1 eV.

Geometry as XYZ:
```
36
Properties=species:S:1:pos:R:3:mulliken_charge:R:1
C -1.855 -1.152 -2.524 -0.427
C -2.524 -2.207 -1.773 -0.508
C -2.993 -1.628 -0.515 -0.777
H -2.693 -3.206 -2.115 0.456
C -2.576 -0.245 -0.516 -0.281
C -1.873 0.040 -1.737 -0.525
H -1.436 0.978 -2.024 0.390
H -1.436 -1.263 -3.520 0.435
H -3.513 -2.143 0.305 0.350
H -2.830 0.448 0.266 0.458
Os -0.832 -1.554 -0.649 1.807
Br 0.924 -2.710 -1.561 -0.499
C 2.849 1.582 -0.784 -0.297
C 1.769 1.966 -1.627 -0.075
C 1.988 1.378 -2.904 -0.448
H 0.943 2.640 -1.343 0.378
C 3.150 0.561 -2.816 -0.457
C 3.632 0.582 -1.440 -0.375
H 4.422 -0.021 -1.001 0.398
H 3.079 1.992 0.191 0.432
H 1.360 1.471 -3.805 0.395
H 3.685 0.114 -3.651 0.432
F 1.348 -1.544 2.575 -0.247
C 1.127 -0.213 2.668 0.481
F 1.236 0.146 3.976 -0.252
F 2.109 0.419 1.989 -0.139
C -0.264 0.087 2.015 0.498
O -0.280 -0.009 0.669 -0.936
C -1.290 -0.824 2.797 0.352
F -1.114 -0.924 4.131 -0.236
F -2.561 -0.393 2.573 -0.271
F -1.202 -2.104 2.289 -0.238
C -0.515 1.578 2.395 0.427
F -0.774 1.760 3.711 -0.252
F 0.519 2.389 2.071 -0.219
F -1.579 2.007 1.686 -0.230
```



Computed, not measured: C4H11NO2 in the gas phase, with the ωB97M-V functional and the def2-TZVPD basis.

As for the charge: 0. The LUMO energy comes out at 0.69 eV. Its SMILES is CNC(CO)CO. For the gap between HOMO and LUMO, the calculation gives 9.7 eV.

Geometry as XYZ:
```
18
Properties=species:S:1:pos:R:3:mulliken_charge:R:1
C 0.850 -2.521 -0.135 -0.920
N -0.057 -1.594 0.528 -0.358
C -0.227 -0.279 -0.078 0.123
C -1.259 0.464 0.761 -0.697
O -1.665 1.709 0.209 -0.540
C 1.079 0.507 -0.189 -0.521
O 0.872 1.665 -0.998 -0.551
H 0.823 -3.462 0.404 0.347
H 1.901 -2.204 -0.139 0.315
H 0.474 -2.706 -1.140 0.302
H 0.174 -1.489 1.505 0.265
H -0.650 -0.390 -1.085 0.292
H -0.841 0.623 1.769 0.293
H -2.166 -0.122 0.841 0.342
H -0.894 2.134 -0.191 0.369
H 1.850 -0.134 -0.642 0.382
H 1.402 0.813 0.804 0.240
H 1.728 2.060 -1.193 0.317
```



Question: charge of number 3 (C14H10BrF9OOs)?
Answer: 0



Question: Which of these has the lowest charge?
Answer: C15H45AlFN7O2P3S